1.
13
Properties=species:S:1:pos:R:3:forces:R:3 method="wB97M-V/def2-TZVPD" gap_ev=9.8 e_tot_ev=-17068.2947 lumo_ev=0.3 relative_energy_kj_mol=215.2 homo_ev=-9.48
C 0.0304 0.1761 -2.1619 2.079 0.660 3.137
N -0.9042 0.9675 -1.3803 -0.223 -0.936 -1.403
C -0.9454 1.5019 -0.3285 -1.264 -0.413 1.927
O -1.2341 1.8962 0.7394 0.445 0.762 -0.152
H 0.0536 -0.9434 -1.9099 -0.418 1.714 -0.429
H -0.2008 0.4246 -3.1582 0.334 -0.254 -1.352
H 1.0119 0.6544 -1.7421 -1.045 -1.437 -1.773
C -0.6068 -1.1752 1.6311 -1.225 0.830 3.020
C 0.5715 -0.7360 1.4699 1.549 1.606 -0.862
P 1.7742 0.3350 1.1711 0.001 -0.278 0.099
H -1.0922 -1.9158 1.1257 -1.069 -1.932 -1.478
H -1.1050 -0.7993 2.5566 0.088 -0.201 -0.856
H 2.6469 -0.3861 1.9871 0.750 -0.121 0.121

2.
12
Properties=species:S:1:pos:R:3:forces:R:3 method="wB97M-V/def2-TZVPD" gap_ev="8.6 / 6.4" total_charge=+1 e_tot_ev=-16557.2933 lumo_ev="-5.0 / -6.8" relative_energy_kj_mol=509.3 homo_ev="-13.64 / -13.25"
C 0.5992 0.5595 1.6574 1.094 0.602 -0.329
C 1.1603 0.9593 2.6856 -0.598 -0.487 -0.509
C -0.2103 0.4431 -0.8607 -0.279 0.260 -1.360
C -0.6132 -0.6559 -1.7938 -3.294 2.667 0.401
N 0.1012 -0.0675 0.4807 -1.266 -0.748 0.623
S 1.7773 1.4512 4.1120 -0.271 -0.168 -0.781
H -0.3369 1.4650 -1.1167 0.138 0.794 0.566
H 0.1710 -1.1243 -2.2198 3.015 -1.304 -1.835
H -1.3101 -0.2385 -2.6378 1.256 -0.931 1.749
H -1.0731 -1.4568 -1.2332 -0.867 -0.292 0.096
H 0.5610 -0.9162 0.1160 0.737 -0.267 1.450
H -0.8264 -0.4189 0.8102 0.334 -0.126 -0.069